a.
ORCA calculation (wB97M-V/def2-TZVPD) on a 2-piece molecular cluster, C10H16O overall.

Last column: Löwdin spin population.
Atoms and positions in Å:
C  -0.69518  -0.33845  -1.81385  0.0052
C  0.05670  -1.68356  -1.61477  0.0027
C  -0.37822  0.24994  -3.21385  0.0013
H  -1.78239  -0.49820  -1.71087  0.0000
H  -0.27886  0.26458  -0.96037  0.0024
H  -0.28718  -2.42998  -2.37920  0.0008
H  0.20932  1.16205  -3.13823  0.0002
H  -0.17488  -2.06496  -0.59128  0.0013
H  1.14356  -1.67221  -1.61029  0.0000
H  0.35230  -0.42530  -3.68456  0.0002
H  -1.27651  0.41339  -3.81242  0.0001
C  -0.26979  2.67751  0.56571  0.0328
C  -0.72748  -0.89111  1.98912  0.1256
C  -1.10632  0.41879  1.63234  0.0304
C  0.66014  -1.18841  2.18934  0.2046
C  -0.06387  1.29709  1.28654  0.2535
C  1.62897  -0.20297  2.21133  0.0748
C  1.25746  0.99736  1.67711  0.0624
O  1.03567  -2.47676  2.31824  0.1790
H  -1.56067  -1.57235  2.07254  0.0022
H  -2.11240  0.49692  1.33153  -0.0025
H  0.42240  -3.11069  1.91692  0.0020
H  2.65396  -0.21321  2.62214  0.0000
H  -0.30477  2.44140  -0.48870  0.0146
H  0.63686  3.31802  0.62960  0.0014
H  2.02756  1.74438  1.58095  -0.0005
H  -1.06637  3.28673  0.99500  0.0055

## Properties
charge = +1
orbital gap (alpha / beta) = 10.2 / 6.6 eV
multiplicity = 2

***

b.
ORCA calculation (wB97M-V/def2-TZVPD) on a 2-piece molecular cluster, C10H16O overall.

Last column: Löwdin spin population.
Atoms and positions in Å:
C  -2.25893  -1.81062  -0.47694  0.0015
C  -3.48456  -0.90661  -0.21467  0.0003
H  -2.41709  -2.72395  0.06139  0.0000
H  -2.05885  -1.69613  -1.47505  0.0002
H  -1.39966  -1.37764  -0.05880  0.0009
H  -3.72566  -0.49652  0.96061  0.0001
H  -4.41073  -1.37388  -0.11919  0.0001
H  -3.78078  -0.27805  -0.95784  0.0000
C  1.59293  -0.51167  1.84234  0.0366
C  2.00987  0.68603  2.60070  0.0186
C  1.22985  -0.00768  0.47285  0.2525
C  0.33322  1.12671  0.36788  0.0476
C  1.69318  -0.64212  -0.65730  0.0501
C  0.04165  1.58795  -0.89684  0.0749
C  1.69903  -0.02561  -1.94006  0.1186
C  0.90799  1.14827  -1.98142  0.2021
O  1.01525  1.77198  -3.16975  0.1720
H  2.39309  -1.39975  1.74285  0.0019
H  0.66752  -1.00492  2.20683  0.0174
H  1.05080  1.18305  2.98195  0.0000
H  -0.10629  1.67821  1.23779  -0.0015
H  1.87880  -1.61868  -0.57925  -0.0010
H  -0.69264  2.38265  -1.09499  0.0012
H  2.26603  -0.49778  -2.87160  -0.0001
H  0.57020  2.63076  -3.23469  0.0010
H  2.28424  1.64679  1.76303  0.0013
H  2.70155  0.52922  3.49013  0.0037

## Properties
charge = +1
orbital gap (alpha / beta) = 9.7 / 6.1 eV
multiplicity = 2

***

Stability ranking, top entry: a; the second entry is 56.4 kcal/mol less favorable.

***

a.
ORCA calculation (wB97M-V/def2-TZVPD) on C5H13N2O as an isolated structure.

Last column: Löwdin charge in e.
Atoms and positions in Å:
N  0.74617  2.09699  0.82228  0.0853
C  -0.00014  0.97272  0.25965  -0.1805
C  0.73233  -0.30679  0.00003  -0.0516
C  2.26004  -0.42057  0.46396  -0.5086
O  3.05130  0.41706  -0.26485  -0.3778
C  -1.51157  0.86024  -0.32759  -0.3413
N  -1.89817  -0.45187  -0.74290  -0.2435
C  -2.75039  -1.11225  0.24212  -0.3159
H  1.63558  2.00066  0.44757  0.0164
H  0.88834  1.92932  1.81334  0.0822
H  0.56798  0.55161  -0.82447  0.1679
H  0.29284  -1.31064  -0.08241  0.1131
H  2.00465  -1.58757  -1.98557  0.0337
H  2.12395  -0.18925  1.60343  0.0910
H  2.70673  -1.41459  0.50862  0.0648
H  -1.46270  1.60753  -1.13998  0.0921
H  -2.17891  1.29359  0.42795  0.0863
H  2.17107  -1.16455  -2.65301  0.0558
H  -3.32903  -1.98663  -0.19656  0.0453
H  -2.40278  -1.39995  1.27911  0.0394
H  -3.64728  -0.38506  0.34928  0.0462

## Properties
charge = -1
orbital gap = 6.4 eV
multiplicity = 1

***

b.
ORCA calculation (wB97M-V/def2-TZVPD) on a 3-piece molecular cluster, C5H13N2O overall.

Last column: Löwdin charge in e.
Atoms and positions in Å:
N  0.94018  -1.77622  2.02038  -0.0137
C  0.10883  -0.81348  1.37760  -0.4692
C  1.14331  0.25185  0.88271  -0.1059
C  -0.90926  -1.39497  0.30108  -0.4859
N  -1.39505  -2.66852  0.64864  -0.1456
C  -0.74596  2.53455  -1.48042  0.0254
C  0.14636  2.08544  -2.49965  -0.5970
O  -0.02666  2.04210  -3.73451  -0.1269
H  1.79724  -1.91248  1.57497  0.0200
H  0.36537  -2.65929  2.00676  0.0620
H  -0.54305  -0.38891  2.09992  0.0960
H  1.67268  0.58642  1.74913  0.0502
H  1.88999  -0.15574  0.18189  0.0703
H  0.62388  1.05900  0.36766  0.0091
H  -0.41255  -1.46595  -0.66702  0.0425
H  -1.64738  -0.55885  0.04770  0.0856
H  -2.14131  -2.55899  1.38331  -0.0362
H  -0.36779  3.15245  -0.68122  0.0419
H  -1.79484  2.38537  -1.90905  0.0833
H  1.27887  1.85520  -2.12323  0.1118
H  0.01713  0.40102  -1.54663  0.2822

## Properties
charge = -1
orbital gap = 3.9 eV
multiplicity = 1

***

Stability ranking, top entry: b; the second entry is 8.9 kcal/mol less favorable.